DFT (ωB97M-V/def2-TZVPD) results for a structure of composition C26H31Cl2F5GaN8SSe.

Properties
LUMO level ... -2.9 eV
ΔE to the lowest compared entry with this formula, charge and spin ... 10.1 kcal per mole

```
! RIJCOSX wB97M-V def2-TZVPD def2/J DEFGRID3
* xyz 1 1
Ga 0.29 0.21 -0.34
C 0.21 2.84 1.89
N -0.42 3.49 0.76
C -0.75 4.90 0.87
C -1.54 5.16 -0.42
N -1.80 3.82 -0.94
C -2.06 3.69 -2.37
C -1.13 2.89 -0.20
N -1.19 1.58 -0.35
C -2.11 0.96 -1.31
C -2.47 -0.38 -0.73
N -1.22 -1.07 -0.39
C -1.33 -2.29 0.10
N -2.49 -2.79 0.62
C -3.36 -2.04 1.53
C -2.37 -4.24 0.77
C -0.89 -4.39 0.96
N -0.35 -3.25 0.17
C 1.91 -2.40 -0.76
H 0.97 3.52 2.28
H 0.71 1.92 1.61
H -0.51 2.60 2.68
H 0.16 5.50 0.94
H -1.35 5.08 1.76
H -0.95 5.72 -1.14
H -2.47 5.69 -0.23
H -1.85 4.66 -2.83
H -3.09 3.44 -2.59
H -1.39 2.97 -2.83
H -1.63 0.84 -2.29
H -3.01 1.56 -1.45
H -3.07 -0.97 -1.43
H -3.07 -0.17 0.15
H -2.81 -1.24 2.01
H -3.69 -2.73 2.31
H -4.25 -1.65 1.03
H -2.74 -4.74 -0.13
H -2.94 -4.58 1.63
H -0.51 -5.34 0.59
H -0.61 -4.25 2.00
H 2.71 -2.81 -1.38
H 2.33 -2.19 0.22
H 2.28 -0.60 -1.56
Cl 3.06 0.84 0.60
C 3.06 2.49 0.03
C 3.81 3.41 0.73
C 3.80 4.73 0.32
C 3.05 5.10 -0.78
C 2.29 4.16 -1.46
Cl 1.38 4.69 -2.83
C 2.26 2.81 -1.07
S 1.35 1.62 -1.98
H 4.39 3.09 1.59
H 4.40 5.46 0.85
H 3.05 6.13 -1.13
Se 0.68 -1.45 -3.08
N 1.45 -1.14 -1.34
C 0.88 -3.53 -0.63
C 1.65 -4.60 0.11
C 1.76 -5.85 -0.33
C 1.03 -6.30 -1.52
C 0.37 -5.43 -2.30
C 0.48 -3.99 -2.03
N 0.29 -3.21 -3.03
H 2.12 -4.28 1.04
H 2.34 -6.57 0.22
H 1.04 -7.35 -1.77
H -0.13 -5.73 -3.21
F -0.94 0.11 2.38
C -0.16 -1.02 2.52
F 0.84 -0.78 1.28
C 0.83 -0.65 3.63
F 1.39 0.58 3.53
F 0.18 -0.70 4.80
F 1.83 -1.54 3.66
*
```

DFT (ωB97M-V/def2-TZVPD) results for a structure of composition C26H31F6N5PS2SbSiTl.

Properties
LUMO level (alpha / beta) ... 4.2 / 3.8 eV
ΔE to the lowest compared entry with this formula, charge and spin ... 7.3 kcal per mole
⟨S²⟩ ... 0.800

```
! RIJCOSX wB97M-V def2-TZVPD def2/J DEFGRID3
* xyz -2 2
Tl -0.67 -0.63 -0.06
S -0.98 -3.11 -1.08
C -0.37 -3.78 0.41
C -0.91 -4.98 0.88
C -0.48 -5.58 2.05
C -1.08 -6.82 2.46
N -1.55 -7.82 2.78
C 0.52 -4.98 2.82
C 1.07 -3.78 2.37
C 0.66 -3.17 1.18
S 1.48 -1.68 0.72
C 0.98 -5.57 4.04
N 1.34 -6.04 5.02
H -1.70 -5.44 0.30
H 1.82 -3.29 2.97
C -0.76 2.78 2.17
C -1.66 2.74 0.97
C -2.67 3.66 0.76
C -3.48 3.50 -0.36
C -3.29 2.45 -1.23
C -2.24 1.53 -0.97
N -1.45 1.74 0.11
N -1.93 0.43 -1.67
Si -2.58 -0.06 -3.19
C -1.46 -1.33 -3.98
C -2.69 1.38 -4.41
C -4.30 -0.80 -3.01
H -0.94 3.67 2.78
H 0.29 2.75 1.88
H -0.95 1.90 2.79
H -2.82 4.47 1.46
H -4.29 4.20 -0.54
H -3.95 2.31 -2.07
H -0.41 -1.13 -3.76
H -1.59 -1.31 -5.07
H -1.68 -2.34 -3.63
H -1.73 1.92 -4.46
H -3.46 2.11 -4.15
H -2.91 1.00 -5.41
H -4.25 -1.62 -2.29
H -4.68 -1.19 -3.96
H -5.02 -0.06 -2.63
F 2.37 2.40 0.86
P 3.47 3.03 1.88
F 4.54 1.89 1.45
F 4.55 3.69 2.88
F 2.92 2.09 3.06
F 2.40 4.18 2.28
F 4.01 3.98 0.67
N -2.35 -0.91 1.35
C -2.10 -1.30 2.61
C -0.90 -1.04 3.34
C -0.74 -1.48 4.64
C -1.73 -2.24 5.27
C -2.92 -2.50 4.59
C -3.12 -2.03 3.31
H -0.10 -0.48 2.87
H 0.19 -1.26 5.16
H -1.58 -2.61 6.27
H -3.69 -3.09 5.07
H -4.04 -2.22 2.77
C 1.57 3.37 -2.00
Sb 1.65 1.23 -1.92
C 1.47 1.02 -4.07
C 3.78 1.05 -1.90
H 2.20 3.74 -2.81
H 1.91 3.77 -1.05
H 0.54 3.69 -2.17
H 2.11 1.74 -4.56
H 0.43 1.18 -4.38
H 1.76 0.01 -4.37
H 4.23 1.67 -2.67
H 4.05 0.00 -2.07
H 4.15 1.35 -0.92
*
```